Entry 1:
A molecular structure, C14H20Cl2N2O2PScSe. Source: OMol25; level of theory: ωB97M-V with the def2-TZVPD basis set.

Last column: Löwdin charge in e.
Positions of all 43 atoms, in Å:
C: 3.12381 3.28015 1.62442  0.016
C: 2.10301 2.41178 0.93835  -0.349
H: 3.86564 3.71350 0.93419  0.120
H: 3.61300 2.71387 2.44934  0.106
H: 2.56126 4.08746 2.10115  0.113
O: 1.91068 2.08793 -0.21379  0.063
Cl: 2.05391 0.18609 2.88476  0.142
Sc: 0.52437 1.06350 1.40310  -0.019
P: -1.15899 1.64941 -0.84852  0.716
C: -1.08220 1.24940 -2.63075  -0.267
C: -2.96742 1.81087 -0.73309  -0.278
H: -0.74757 3.92458 -0.08817  0.020
H: -1.71768 3.87229 -1.63247  0.065
H: 0.09715 3.62059 -1.65005  0.059
C: -0.84368 3.45632 -1.08556  -0.268
H: -3.21417 2.08289 0.31371  0.046
H: -3.35258 2.58800 -1.43638  0.070
H: -1.78345 1.93820 -3.13614  0.071
H: -1.35435 0.19940 -2.80259  0.050
H: -3.44423 0.82951 -0.94924  0.057
H: -0.06483 1.37730 -3.02373  0.058
C: 0.80230 -0.43831 -0.80803  -0.062
O: 1.37152 -1.03955 -1.60549  0.150
Cl: -0.85580 2.56934 2.39880  0.142
C: 1.30733 -3.25823 1.88996  0.000
N: 0.14938 -3.53894 1.04490  -0.052
C: -0.96701 -2.74235 0.96208  -0.613
Se: -1.36725 -1.18999 1.93256  0.936
N: -1.79073 -3.39972 0.05214  0.146
C: -1.26320 -4.66277 -0.31716  -0.127
C: -1.84234 -5.82163 -0.86487  0.031
C: -1.13536 -7.03826 -0.78544  -0.008
C: 0.12593 -7.07962 -0.15083  -0.009
C: 0.68586 -5.92041 0.42449  0.036
C: -0.01350 -4.71220 0.28608  -0.127
H: 0.91476 -2.68430 2.74167  0.066
H: 2.04033 -2.66241 1.32398  0.101
H: 1.80805 -4.18281 2.21699  0.110
H: -2.73357 -3.09392 -0.14494  0.168
H: -2.80668 -5.76294 -1.36552  0.128
H: -1.52344 -7.96058 -1.24193  0.136
H: 0.65308 -8.04903 -0.12104  0.136
H: 1.63975 -5.91083 0.94403  0.119

Force components x, y, z for each atom (eV/Å):
0.0 -0.1 0.4
2.8 1.6 -2.4
-0.4 -0.4 0.0
-0.4 0.2 -0.7
0.0 0.0 0.0
0.1 0.4 2.5
0.1 -0.1 -0.2
-2.1 -1.6 -0.3
-1.0 1.8 -1.0
0.5 -0.7 -0.1
-0.8 -0.6 0.8
-0.2 0.1 -0.6
0.8 -0.1 0.3
-0.6 0.0 0.3
0.6 0.3 0.5
-0.1 0.0 -0.6
0.3 -0.7 0.6
0.4 -0.5 0.1
-0.2 0.3 -0.2
0.1 0.6 0.1
-0.3 0.1 0.0
2.8 -2.5 -1.7
-2.1 1.9 2.1
0.1 -0.1 0.1
0.2 0.4 0.2
-0.4 -0.1 -0.4
0.4 -1.8 -1.5
-0.3 -0.6 -0.7
0.3 -0.4 0.6
-0.8 0.9 0.6
0.1 -0.5 -0.6
-0.4 1.3 -0.3
0.9 0.7 0.5
0.0 -0.9 -0.8
0.2 0.2 1.7
0.6 -0.3 -0.2
-0.3 -0.1 0.3
-0.5 0.4 -0.1
0.0 0.0 0.0
0.1 -0.1 0.2
0.0 0.6 0.3
-0.2 0.8 0.2
-0.2 -0.3 -0.2

Properties
- charge = +2
- energy relative to the best compared isomer or geometry (same formula, charge and spin) (eV) = 2.723
- spin multiplicity = 1
- HOMO level (alpha / beta) (eV) = -15.378 / -15.447
- LUMO energy (alpha / beta) (eV) = -10.3 / -8.8
- frontier orbital gap (alpha / beta) (eV) = 5.0 / 6.7

---

Entry 2:
A molecular structure, C14H20Cl4IrN2O3S2. Source: OMol25; level of theory: ωB97M-V with the def2-TZVPD basis set.

Last column: Löwdin spin population.
Positions of all 46 atoms, in Å:
Ir: 0.88981 0.29976 -0.12512  0.788
Cl: -1.23842 6.89965 1.12223  0.005
C: -0.41694 5.47241 0.67097  0.012
C: 0.95280 5.52182 0.32582  -0.001
Cl: 1.77988 6.99766 0.40260  -0.001
C: 1.63949 4.37418 -0.05289  0.015
Cl: 3.30256 4.41068 -0.44675  0.003
C: 0.97831 3.14877 -0.07441  -0.007
O: 1.62101 2.04249 -0.42469  0.104
C: -0.36813 3.10422 0.29437  0.008
O: -2.06983 1.21380 1.07242  -0.005
C: -1.08337 4.26207 0.65348  0.005
Cl: -2.74041 4.20236 1.09046  0.000
C: -1.75733 2.22624 -3.86907  0.000
N: -1.27269 1.67130 -2.59959  0.000
C: -1.96708 1.64728 -1.49966  -0.001
N: -3.18772 2.08950 -1.36514  0.000
S: -1.04779 1.51732 0.09425  -0.006
H: -0.90372 2.40477 -4.51495  0.000
H: -2.26024 3.17408 -3.67832  0.000
H: -2.44028 1.53952 -4.36965  0.000
H: -0.37663 1.19438 -2.58916  -0.001
H: -3.79464 2.22663 -2.16397  0.000
H: -3.61845 1.97778 -0.45016  0.000
C: -1.60727 -4.63193 2.33645  0.000
C: -0.77230 -5.17456 1.17926  0.000
C: -0.43903 -4.12471 0.11878  0.000
S: 0.56775 -2.81284 0.83973  0.012
O: 0.10155 -1.53673 0.04838  0.066
C: 2.18424 -3.15418 0.10790  0.002
C: 3.30620 -2.58236 0.96900  0.000
C: 3.00444 -1.19536 1.51974  0.001
H: -1.70981 -5.38534 3.11481  0.000
H: -2.60853 -4.35977 1.99982  0.000
H: -1.15469 -3.75098 2.79587  0.000
H: -1.33172 -5.96473 0.67677  0.000
H: 0.14671 -5.63590 1.55084  0.000
H: -1.33612 -3.62003 -0.24411  0.000
H: 0.10802 -4.54106 -0.72634  0.000
H: 2.12951 -2.66193 -0.86752  0.000
H: 2.28828 -4.22914 -0.03858  0.000
H: 4.20801 -2.56256 0.35668  0.000
H: 3.51086 -3.24639 1.80982  0.000
H: 2.61309 -0.51072 0.72804  0.000
H: 3.90308 -0.71432 1.89947  0.000
H: 2.26751 -1.22316 2.32208  0.000

Force components x, y, z for each atom (eV/Å):
-2.1 0.9 0.3
0.1 0.0 0.0
0.0 0.1 0.0
-0.1 0.0 0.1
0.0 0.0 0.0
0.3 0.0 0.0
-0.1 0.0 0.0
-0.3 0.1 0.0
1.0 -0.2 0.2
-0.3 0.1 -0.5
0.0 -0.3 -0.2
-0.1 0.0 0.0
0.0 0.0 0.0
-0.1 -0.1 -0.1
0.0 -0.4 -0.2
0.4 1.4 -0.1
-0.3 -0.7 0.1
1.3 -1.3 0.6
0.0 0.0 0.0
0.0 0.0 0.0
0.0 0.0 0.0
0.1 0.2 0.1
0.0 0.1 0.0
0.0 0.2 0.0
0.0 0.0 -0.1
0.0 0.0 0.2
-0.1 -0.1 0.0
0.1 0.0 -0.2
-0.3 -0.1 0.2
0.1 0.0 0.2
0.0 0.1 -0.1
0.1 -0.2 0.1
0.0 0.0 0.0
0.0 0.0 0.0
0.0 0.0 0.0
0.1 0.0 -0.1
0.0 0.0 0.0
0.0 0.1 0.0
-0.1 0.1 -0.1
0.0 -0.1 -0.1
0.0 0.0 0.0
0.0 0.0 0.0
0.0 0.0 0.0
0.2 0.2 -0.3
0.0 0.1 0.0
0.0 0.1 0.0

Properties
- charge = +2
- energy relative to the best compared isomer or geometry (same formula, charge and spin) (eV) = 0.000
- spin multiplicity = 2
- HOMO level (alpha / beta) (eV) = -14.227 / -14.336
- LUMO energy (alpha / beta) (eV) = -7.4 / -7.8
- frontier orbital gap (alpha / beta) (eV) = 6.8 / 6.6

---

Entry 3:
3 unconnected molecules or ions with the total composition C14H20ClFN4. Source: OMol25; level of theory: ωB97M-V with the def2-TZVPD basis set.

Last column: Löwdin charge in e.
Positions of all 40 atoms, in Å:
C: 1.00034 4.16992 1.81478  0.038
N: -1.77838 4.79808 2.31417  0.037
N: -2.53822 3.98524 2.36201  0.071
C: 2.12238 3.99270 2.60034  -0.175
C: 3.42217 4.29878 2.07333  0.045
C: 4.49967 3.52776 2.47693  -0.021
C: 4.39038 2.71102 3.61460  0.028
C: 3.15621 2.59183 4.28831  -0.019
C: 2.03530 3.24848 3.82760  0.036
H: 0.84829 4.92210 1.04732  0.157
H: 3.54367 5.08838 1.33769  0.140
H: 5.44394 3.56887 1.92258  0.135
H: 5.25588 2.14572 3.97392  0.138
H: 3.06180 1.95848 5.17553  0.133
H: 1.08528 3.23494 4.35888  0.140
Cl: -1.70448 -4.54797 -4.49779  0.693
C: -2.01245 -4.40358 -2.74774  -0.492
N: -1.65600 -3.06502 -2.20844  -0.277
C: -0.15994 -2.72425 -2.32577  -0.067
C: 0.10103 -1.38236 -1.67359  -0.142
N: -1.14424 -0.81783 -1.09374  -0.134
F: 0.22609 3.11508 1.68087  0.118
C: -1.65389 -1.78342 -0.08059  -0.131
C: -1.97112 -3.11414 -0.71827  -0.078
C: -2.13097 -0.63100 -2.20304  -0.128
C: -2.48528 -1.94438 -2.85449  -0.075
H: -3.08290 -4.56210 -2.57614  0.110
H: -1.41008 -5.15850 -2.23246  0.109
H: 0.37718 -3.52766 -1.80548  0.144
H: 0.08131 -2.72989 -3.39223  0.122
H: 0.81653 -1.48118 -0.84846  0.130
H: 0.48958 -0.65136 -2.39346  0.133
H: -0.85664 -1.90990 0.66003  0.130
H: -2.53654 -1.35835 0.40928  0.135
H: -3.02972 -3.37509 -0.62997  0.144
H: -1.34647 -3.91817 -0.31196  0.143
H: -3.02367 -0.14048 -1.79374  0.136
H: -1.65762 0.03951 -2.93277  0.133
H: -2.23909 -1.96406 -3.92144  0.117
H: -3.53934 -2.20620 -2.69662  0.146

Force components x, y, z for each atom (eV/Å):
0.9 -1.4 -1.3
-2.6 -2.6 0.2
2.3 2.7 -0.1
0.4 0.3 1.7
-0.4 0.2 -0.2
0.3 0.1 0.3
-0.5 -0.2 -0.5
-0.3 0.1 0.5
0.4 -0.7 -0.8
-0.1 0.1 0.0
-0.1 -0.4 -0.3
-0.4 0.3 0.4
-0.3 0.2 -0.2
0.2 0.4 -0.2
0.2 -0.3 -0.2
0.0 0.1 0.6
0.1 -0.3 -0.7
0.2 0.8 0.5
-0.5 -1.0 -0.5
-0.5 1.2 0.7
-0.2 -0.5 -0.4
-0.1 1.3 0.7
0.5 1.3 -0.3
-0.2 -0.8 -0.5
0.8 0.8 1.1
0.0 -1.2 -0.3
0.3 0.0 0.0
-0.2 0.2 -0.1
-0.2 0.0 -0.3
0.0 -0.2 0.2
0.0 0.0 -0.3
0.0 -0.3 0.2
-0.3 0.1 0.0
0.2 -0.1 -0.1
0.2 -0.1 0.0
-0.3 0.1 -0.1
0.3 -0.1 -0.1
-0.3 -0.1 0.2
-0.2 -0.1 0.2
0.3 -0.1 -0.2

Properties
- charge = +2
- energy relative to the best compared isomer or geometry (same formula, charge and spin) (eV) = 0.000
- spin multiplicity = 1
- HOMO level (eV) = -15.070
- LUMO energy (eV) = -8.2
- frontier orbital gap (eV) = 6.8